No. 1
Molecular formula: C6H14N2O2
Method: DFT, ωB97M-V/def2-TZVPD

Calculated values
highest occupied orbital energy = -0.34614 Ha
gap between HOMO and LUMO = 0.3700 Eh
E_LUMO = 0.0238 Eh
2S+1 = 1
energy above the lowest of the compared OMol25 structures with the same formula, charge and spin = 98.8 kJ/mol

XYZ file:
```
24
Properties=species:S:1:pos:R:3:nbo_charge:R:1
C 0.526 -0.876 2.069 -0.72
C -0.319 2.759 1.268 -0.42
C 0.648 0.482 1.490 0.66
O 1.620 0.870 0.837 -0.65
N -0.192 1.458 1.938 -0.61
H -0.269 -0.964 2.841 0.22
H -0.834 1.265 2.687 0.39
H -0.682 3.507 1.964 0.21
H 0.150 -1.549 1.298 0.25
H 1.424 -1.315 2.527 0.25
H 0.645 2.969 0.816 0.24
H -0.988 2.632 0.416 0.19
C -1.828 -0.111 -1.925 -0.42
C 1.563 -1.722 -1.386 -0.74
C 0.137 -1.674 -1.828 0.68
O -0.438 -2.530 -2.456 -0.61
N -0.494 -0.473 -1.523 -0.64
H 0.022 0.330 -1.203 0.40
H -2.452 -0.922 -2.323 0.23
H 1.927 -2.584 -0.818 0.24
H -2.376 0.246 -1.040 0.19
H -1.901 0.696 -2.678 0.19
H 2.286 -1.637 -2.214 0.24
H 1.827 -0.856 -0.760 0.25
```

=====

No. 2
Molecular formula: C15H29N2O4S
Method: DFT, ωB97M-V/def2-TZVPD

Calculated values
net charge = +1
highest occupied orbital energy = -0.43716 Ha
gap between HOMO and LUMO = 0.3487 Eh
E_LUMO = -0.0884 Eh
2S+1 = 1
energy above the lowest of the compared OMol25 structures with the same formula, charge and spin = 0.0 kJ/mol

XYZ file:
```
51
Properties=species:S:1:pos:R:3:nbo_charge:R:1
S 0.477 1.441 2.272 -0.02
C 1.550 0.146 1.589 -0.54
C 1.147 -0.433 0.244 -0.42
C 0.141 -1.588 0.280 -0.41
C -1.350 -1.304 0.466 -0.06
C -1.832 -1.414 1.901 -0.25
N -3.280 -1.249 2.034 -0.62
C -3.958 -0.652 0.889 -0.25
C -3.136 0.471 0.322 -0.22
N -1.744 0.020 -0.098 -0.53
H 0.081 2.037 1.143 0.08
H 2.546 0.574 1.527 0.27
H 1.587 -0.645 2.334 0.23
H 2.048 -0.835 -0.217 0.25
H 0.842 0.385 -0.416 0.18
H 0.272 -2.165 -0.633 0.22
H 0.421 -2.245 1.103 0.23
H -1.914 -2.024 -0.121 0.23
H -1.553 -2.410 2.239 0.22
H -1.299 -0.702 2.537 0.21
H -3.715 -2.131 2.257 0.38
H -4.895 -0.200 1.212 0.23
H -4.202 -1.361 0.099 0.21
H -2.991 1.244 1.074 0.22
H -3.620 0.916 -0.540 0.24
H -1.082 0.735 0.200 0.44
H -1.707 -0.054 -1.117 0.45
O 4.600 1.308 1.874 -0.59
C 4.737 2.498 1.950 0.80
O 5.941 3.089 1.911 -0.48
C 5.812 4.514 2.099 -0.07
C 4.375 4.838 1.695 -0.43
C 3.652 3.549 2.090 -0.53
H 6.010 4.737 3.148 0.19
H 6.563 5.002 1.485 0.21
H 3.990 5.734 2.175 0.23
H 4.319 4.980 0.616 0.21
H 3.317 3.561 3.128 0.24
H 2.811 3.293 1.453 0.23
O -3.915 -1.673 -2.350 -0.58
C -3.033 -2.149 -3.004 0.81
O -1.737 -1.976 -2.625 -0.54
C -0.840 -2.528 -3.625 -0.07
C -1.685 -3.557 -4.371 -0.43
C -3.087 -2.947 -4.284 -0.53
H -0.506 -1.712 -4.267 0.19
H 0.017 -2.955 -3.113 0.20
H -1.335 -3.729 -5.385 0.24
H -1.662 -4.508 -3.839 0.22
H -3.286 -2.251 -5.101 0.25
H -3.893 -3.673 -4.241 0.26
```

=====

No. 3
Molecular formula: C35H63N3O9S4
Method: DFT, ωB97M-V/def2-TZVPD

Calculated values
highest occupied orbital energy = -0.34442 Ha
gap between HOMO and LUMO = 0.3497 Eh
E_LUMO = 0.0053 Eh
2S+1 = 1

XYZ file:
```
114
Properties=species:S:1:pos:R:3:lowdin_charge:R:1
C -5.412 2.173 1.350 -0.10
C -4.736 1.972 -0.016 -0.23
C -3.669 3.041 -0.293 -0.15
C -2.367 2.709 0.431 -0.28
N -2.298 3.035 1.862 0.15
C -0.947 3.047 2.199 -0.37
O -0.537 3.453 3.264 0.11
C -0.083 2.514 0.982 -0.27
C 1.307 3.090 1.148 -0.12
C 2.100 2.555 2.347 -0.17
C 3.127 3.569 2.891 -0.18
C 2.795 4.088 4.293 -0.20
C 3.302 3.183 5.410 -0.20
C 2.420 1.979 5.779 -0.20
C 0.920 2.277 5.902 -0.21
C 0.261 1.561 7.087 -0.17
C 0.490 0.057 7.059 -0.25
O 0.270 -0.440 5.756 -0.18
C -0.335 -1.712 5.709 -0.11
N -0.118 1.029 1.174 0.16
C 0.601 0.276 0.527 -0.75
S 1.447 -0.707 -0.342 0.79
C -0.984 3.030 -0.171 -0.28
C -0.950 2.158 -1.482 -0.10
C 0.413 2.242 -2.124 -0.25
N 0.639 2.689 -3.295 0.11
C -0.703 4.468 -0.665 -0.05
C -1.612 5.474 -0.011 -0.35
C -1.004 6.818 0.230 0.03
O -1.326 5.782 1.286 -0.07
H -5.304 3.196 1.700 0.06
H -4.983 1.539 2.120 0.07
H -6.478 1.979 1.287 0.07
H -4.320 0.972 -0.104 0.11
H -5.526 2.041 -0.760 0.10
H -4.101 3.967 0.085 0.10
H -3.537 3.181 -1.361 0.11
H -2.381 1.619 0.458 0.13
H -2.777 3.883 2.135 0.14
H 1.921 2.951 0.260 0.12
H 1.207 4.167 1.261 0.11
H 1.475 2.177 3.143 0.09
H 2.661 1.689 1.993 0.11
H 4.103 3.089 2.914 0.10
H 3.220 4.383 2.172 0.10
H 3.302 5.046 4.406 0.10
H 1.727 4.288 4.337 0.10
H 3.402 3.785 6.314 0.11
H 4.301 2.814 5.185 0.10
H 2.796 1.558 6.709 0.10
H 2.548 1.208 5.018 0.11
H 0.708 3.336 6.002 0.11
H 0.430 1.880 5.024 0.08
H -0.812 1.720 6.985 0.11
H 0.595 1.970 8.038 0.11
H -0.196 -0.405 7.769 0.11
H 1.517 -0.140 7.379 0.11
H -0.232 -2.269 6.639 0.08
H 0.123 -2.292 4.911 0.08
H -1.396 -1.624 5.470 0.09
H -1.189 1.121 -1.259 0.12
H -1.619 2.579 -2.223 0.11
H 1.293 1.942 -1.565 0.07
H -0.253 2.967 -3.715 0.04
H 0.276 4.835 -0.388 0.12
H -0.908 4.586 -1.721 0.13
H -2.646 5.477 -0.302 0.13
H 0.027 6.930 0.518 0.12
H -1.754 7.572 0.406 0.10
C 2.141 -4.270 -1.751 -0.23
C 3.476 -3.858 -1.112 -0.22
C 4.281 -5.138 -0.856 -0.21
S 3.746 -6.317 -2.100 0.67
O 3.081 -7.418 -1.443 -0.33
O 4.813 -6.549 -3.040 -0.32
C 2.506 -5.266 -2.848 -0.22
H 1.602 -3.415 -2.156 0.10
H 1.504 -4.741 -1.000 0.08
H 4.026 -3.211 -1.799 0.12
H 3.322 -3.301 -0.189 0.09
H 5.352 -4.981 -0.960 0.10
H 4.064 -5.564 0.122 0.11
H 1.669 -5.871 -3.180 0.08
H 2.968 -4.769 -3.700 0.11
C -2.639 -7.882 -1.836 -0.22
C -1.256 -8.529 -1.699 -0.21
C -0.210 -7.418 -1.853 -0.22
S -1.002 -5.901 -1.293 0.66
O -1.128 -5.000 -2.414 -0.32
O -0.410 -5.475 -0.050 -0.33
C -2.602 -6.635 -0.960 -0.23
H -3.435 -8.559 -1.531 0.12
H -2.815 -7.601 -2.877 0.12
H -1.163 -8.985 -0.712 0.12
H -1.101 -9.313 -2.438 0.12
H 0.674 -7.598 -1.248 0.09
H 0.075 -7.279 -2.893 0.10
H -3.383 -5.916 -1.193 0.11
H -2.630 -6.893 0.098 0.11
C 0.626 1.150 -7.685 -0.22
C 0.709 0.139 -6.534 -0.21
C -0.657 0.125 -5.839 -0.22
S -1.864 0.580 -7.090 0.66
O -2.448 1.847 -6.725 -0.33
O -2.686 -0.557 -7.410 -0.32
C -0.684 0.854 -8.409 -0.23
H 1.479 1.070 -8.357 0.11
H 0.608 2.165 -7.283 0.12
H 0.929 -0.853 -6.934 0.12
H 1.501 0.393 -5.831 0.11
H -0.908 -0.857 -5.446 0.10
H -0.709 0.868 -5.045 0.08
H -1.030 1.670 -9.039 0.11
H -0.620 -0.067 -8.988 0.11
```

=====

No. 4
Molecular formula: C12H18B2BeF8N6
Method: DFT, ωB97M-V/def2-TZVPD

Calculated values
highest occupied orbital energy = -0.34026 Ha
gap between HOMO and LUMO = 0.3071 Eh
E_LUMO = -0.0331 Eh
2S+1 = 1
energy above the lowest of the compared OMol25 structures with the same formula, charge and spin = 0.0 kJ/mol

XYZ file:
```
47
Properties=species:S:1:pos:R:3:nbo_charge:R:1
Be 0.067 -0.075 0.527 1.65
B 1.984 -0.523 2.804 1.33
F 1.038 0.546 2.711 -0.58
F 3.258 0.084 2.672 -0.54
F 1.862 -1.143 4.012 -0.56
F 1.670 -1.385 1.778 -0.56
B 2.789 2.395 0.630 1.34
F 1.410 2.025 0.489 -0.60
F 2.980 3.355 -0.314 -0.57
F 2.987 2.924 1.912 -0.57
F 3.653 1.356 0.550 -0.55
C -0.425 -5.296 -0.399 -0.72
C -0.318 -3.838 -0.333 0.35
N -0.259 -2.672 -0.325 -0.38
H -1.315 -5.563 0.171 0.26
H 0.477 -5.771 -0.014 0.27
H -0.668 -5.579 -1.423 0.25
C -3.611 3.342 1.657 -0.71
C -2.325 2.637 1.464 0.34
N -1.310 2.067 1.366 -0.36
H -3.418 4.396 1.460 0.26
H -3.735 3.152 2.723 0.26
H -4.386 2.968 0.988 0.25
C -1.138 -0.776 5.012 -0.73
C -1.050 -1.164 3.604 0.42
N -1.005 -1.469 2.511 -0.44
H -0.830 0.214 5.349 0.28
H -0.550 -1.516 5.554 0.27
H -2.148 -0.984 5.363 0.24
C 4.060 -0.644 -2.719 -0.73
C 3.043 -0.663 -1.653 0.37
N 2.217 -0.729 -0.834 -0.39
H 3.759 -1.273 -3.556 0.25
H 4.971 -1.098 -2.327 0.27
H 4.360 0.392 -2.879 0.27
C -3.490 0.191 -2.970 -0.73
C -2.796 -0.130 -1.758 0.36
N -2.276 -0.401 -0.748 -0.38
H -3.887 1.205 -2.932 0.26
H -4.318 -0.489 -3.168 0.27
H -2.734 0.054 -3.743 0.26
C 0.283 1.793 -4.394 -0.70
C 0.164 1.403 -2.927 0.33
N 0.055 1.212 -1.780 -0.38
H 1.312 1.976 -4.704 0.27
H -0.389 2.637 -4.547 0.26
H -0.018 0.855 -4.860 0.24
```